## i
{"formula": "C4H15NO3", "method": "the ωB97M-V functional and the def2-TZVPD basis", "symbols": ["C", "N", "C", "C", "C", "H", "H", "H", "H", "H", "H", "H", "H", "H", "H", "H", "O", "H", "H", "O", "H", "H", "O"], "positions_angstrom": [[-1.860, -2.504, -1.220], [0.755, -1.187, -0.688], [-0.520, -0.577, -0.430], [-1.706, -1.039, -0.796], [-0.303, 0.659, 0.275], [-2.895, -2.845, -1.308], [-1.252, -2.696, -2.088], [-1.495, -3.188, -0.399], [0.634, -2.161, -0.794], [1.586, -0.977, -0.032], [-2.521, -0.365, -0.761], [-0.737, 1.460, -0.081], [0.752, 0.807, 0.064], [-0.524, 0.800, 1.501], [1.139, 2.852, -4.155], [-0.065, 2.571, -5.045], [0.827, 3.028, -5.015], [2.319, -2.786, 1.802], [0.780, -2.563, 2.494], [1.635, -2.152, 2.043], [0.535, 3.699, 5.700], [-0.447, 3.047, 4.718], [0.443, 3.051, 5.000]], "lowdin_charge": [-0.11, 0.07, -0.45, -0.13, -0.07, 0.06, 0.06, 0.08, 0.04, 0.11, 0.08, 0.01, 0.07, 0.16, -0.01, 0.07, -0.07, 0.03, 0.12, -0.12, 0.03, 0.00, -0.04], "orbital_gap_ev": 8.39, "charge": 0, "smiles": "C/C=C(/C)N.O.O.O"}



## ii
{"formula": "C4H15NO3", "method": "the ωB97M-V functional and the def2-TZVPD basis", "symbols": ["N", "C", "C", "C", "C", "H", "H", "H", "H", "H", "H", "H", "H", "H", "H", "H", "O", "H", "H", "O", "H", "H", "O"], "positions_angstrom": [[-0.555, -0.864, -1.528], [0.693, -1.098, -0.736], [0.693, 2.002, 1.789], [0.304, 0.895, 0.750], [0.956, -0.277, 0.462], [-0.215, -0.413, -2.363], [-1.194, -1.652, -1.777], [1.471, -0.985, -1.425], [0.787, -2.044, -0.266], [1.695, 2.047, 2.081], [0.478, 2.948, 1.359], [0.177, 1.712, 2.726], [-0.539, 1.069, 0.105], [1.611, -0.742, 1.113], [-1.042, -2.950, 0.810], [-0.970, -1.502, 1.245], [-1.463, -2.330, 1.383], [1.489, 1.346, -1.010], [2.536, 1.785, -2.009], [1.636, 1.413, -1.987], [-2.542, 0.128, -0.909], [-3.029, -0.700, 0.233], [-2.979, 0.212, -0.046]], "lowdin_charge": [0.02, -0.29, -0.06, -0.12, -0.15, 0.06, 0.10, 0.09, 0.09, 0.04, 0.06, 0.08, 0.08, 0.09, 0.01, 0.01, -0.04, 0.01, 0.05, -0.08, 0.01, 0.00, -0.07], "orbital_gap_ev": 10.09, "charge": 0, "smiles": "C/C=C/CN.O.O.O"}



Least stable structure: i



## i
{"formula": "HN2O4S", "method": "the ωB97M-V functional and the def2-TZVPD basis", "symbols": ["N", "N", "O", "O", "O", "O", "S", "H"], "positions_angstrom": [[0.495, 0.008, 0.635], [1.236, -0.771, -0.078], [-1.824, 0.835, -1.354], [2.246, -0.317, -0.644], [1.000, -1.976, 0.002], [-2.231, 1.085, 0.956], [-1.770, 0.167, -0.076], [0.848, 0.969, 0.558]], "lowdin_charge": [-0.05, -0.63, -0.50, -0.08, -0.07, -0.52, 0.77, 0.06], "orbital_gap_ev": 8.94, "charge": -1}



## ii
{"formula": "HN2O4S", "method": "the ωB97M-V functional and the def2-TZVPD basis", "symbols": ["N", "N", "O", "O", "O", "O", "S", "H"], "positions_angstrom": [[-0.327, 0.417, -0.390], [0.244, 0.505, 0.645], [-0.532, -2.308, -0.725], [-0.239, 1.769, 1.457], [1.023, -0.080, 1.333], [1.188, -1.040, -1.935], [-0.244, -1.162, -1.647], [-1.114, 1.900, 1.262]], "lowdin_charge": [-0.06, -0.45, -0.55, -0.07, 0.01, -0.55, 0.69, -0.02], "orbital_gap_ev": 8.63, "charge": -1, "smiles": "O=S(=O)=NN([O-])O"}



Least stable structure: ii



## i
{"formula": "C13H14N2O3", "method": "the ωB97M-V functional and the def2-TZVPD basis", "symbols": ["O", "O", "O", "C", "C", "C", "C", "C", "C", "C", "C", "N", "N", "C", "C", "C", "C", "C", "H", "H", "H", "H", "H", "H", "H", "H", "H", "H", "H", "H", "H", "H"], "positions_angstrom": [[-3.236, 0.790, -0.315], [-4.220, -2.584, -2.688], [-0.599, -0.075, 0.397], [-2.792, -0.272, -0.726], [-3.271, -1.873, -2.329], [3.922, 0.489, 2.129], [3.566, -0.519, 1.208], [2.973, 1.595, 2.249], [2.503, -0.438, 0.333], [1.832, 1.619, 1.463], [1.589, 0.600, 0.441], [-3.686, -0.868, -1.525], [-1.455, -0.669, -0.553], [-1.825, -2.343, -2.328], [0.584, 2.582, 1.652], [0.284, 0.834, -0.196], [-1.203, -2.079, -0.926], [-0.102, 2.218, 0.258], [4.770, 0.547, 2.857], [4.174, -1.423, 1.075], [2.984, 2.324, 3.027], [2.341, -1.259, -0.424], [-4.636, -0.932, -1.110], [-1.239, -1.865, -3.148], [-1.741, -3.506, -2.501], [0.761, 3.756, 1.742], [0.112, 2.199, 2.542], [0.358, 0.852, -1.276], [-1.818, -2.619, -0.181], [-0.109, -2.445, -0.885], [0.351, 2.920, -0.482], [-1.173, 2.445, 0.220]], "lowdin_charge": [0.08, 0.05, 0.01, -0.48, -0.43, -0.04, -0.11, -0.04, -0.05, -0.15, -0.12, 0.17, -0.04, -0.07, -0.07, -0.32, -0.11, -0.13, 0.11, 0.10, 0.09, 0.13, 0.20, 0.13, 0.16, 0.15, 0.09, 0.16, 0.13, 0.15, 0.13, 0.11], "orbital_gap_ev": 9.70, "charge": 0, "smiles": "O=C1CCN(O[C@H]2CCc3ccccc32)C(=O)N1"}



## ii
{"formula": "C13H14N2O3", "method": "the ωB97M-V functional and the def2-TZVPD basis", "symbols": ["O", "O", "O", "C", "C", "C", "C", "C", "C", "C", "C", "N", "N", "C", "C", "C", "C", "C", "H", "H", "H", "H", "H", "H", "H", "H", "H", "H", "H", "H", "H", "H"], "positions_angstrom": [[2.058, 0.016, 2.164], [4.431, -0.834, -1.393], [-0.245, -1.196, 1.030], [2.173, -0.640, 1.144], [3.474, -1.210, -0.713], [-1.420, 3.566, -0.025], [-0.211, 3.009, -0.472], [-2.417, 2.696, 0.445], [0.028, 1.619, -0.467], [-2.206, 1.324, 0.414], [-1.016, 0.797, -0.029], [3.390, -0.676, 0.547], [1.097, -1.356, 0.590], [2.349, -2.051, -1.329], [-3.146, 0.277, 0.912], [-1.071, -0.658, -0.006], [1.403, -2.496, -0.271], [-2.529, -0.968, 0.230], [-1.593, 4.661, -0.027], [0.575, 3.727, -0.760], [-3.402, 3.123, 0.728], [0.975, 1.220, -0.801], [4.089, 0.030, 0.758], [2.749, -2.931, -1.828], [1.833, -1.439, -2.092], [-3.142, 0.201, 2.008], [-4.155, 0.434, 0.595], [-0.815, -1.014, -1.011], [0.521, -2.942, -0.709], [1.869, -3.270, 0.301], [-2.967, -1.111, -0.739], [-2.679, -1.911, 0.808]], "lowdin_charge": [0.09, 0.06, 0.01, -0.48, -0.41, -0.08, -0.08, -0.03, 0.01, -0.19, -0.15, 0.20, -0.03, -0.07, -0.10, -0.29, -0.14, -0.10, 0.11, 0.10, 0.12, 0.10, 0.18, 0.13, 0.14, 0.13, 0.11, 0.15, 0.13, 0.12, 0.11, 0.14], "orbital_gap_ev": 9.71, "charge": 0, "smiles": "O=C1CCN(O[C@H]2CCc3ccccc32)C(=O)N1"}



Least stable structure: i



## i
{"formula": "C6H11N", "method": "the ωB97M-V functional and the def2-TZVPD basis", "symbols": ["C", "C", "C", "C", "C", "C", "N", "H", "H", "H", "H", "H", "H", "H", "H", "H", "H", "H"], "positions_angstrom": [[0.038, -0.141, 1.815], [0.174, -0.663, 0.391], [-1.097, -1.438, 0.034], [0.395, 0.713, -0.295], [1.250, 0.752, -1.543], [-0.890, 1.357, -0.590], [-1.770, 1.900, -1.107], [-0.743, 0.729, 1.558], [1.070, 0.065, 2.186], [-0.450, -0.761, 2.563], [1.059, -1.272, 0.146], [-0.993, -2.498, 0.296], [-1.375, -1.363, -1.019], [-1.933, -1.050, 0.627], [0.874, 1.355, 0.460], [1.324, 1.785, -1.896], [2.253, 0.393, -1.293], [0.814, 0.137, -2.333]], "lowdin_charge": [-0.09, -0.40, -0.07, -0.39, -0.05, -0.23, 0.17, 0.12, 0.10, 0.07, 0.14, 0.08, 0.08, 0.08, 0.13, 0.09, 0.08, 0.09], "orbital_gap_ev": 12.21, "charge": 0, "smiles": "CC(C)[C@@H](C)C#N"}



## ii
{"formula": "C6H11N", "method": "the ωB97M-V functional and the def2-TZVPD basis", "symbols": ["C", "C", "C", "C", "C", "C", "N", "H", "H", "H", "H", "H", "H", "H", "H", "H", "H", "H"], "positions_angstrom": [[2.111, 0.205, 0.063], [1.003, -0.713, -0.443], [-0.395, -0.082, -0.439], [-1.909, -0.980, 1.522], [-0.551, 1.157, -1.308], [-0.988, 0.037, 0.925], [-1.182, 0.717, 1.933], [2.202, 1.097, -0.566], [3.069, -0.324, 0.048], [1.906, 0.526, 1.091], [0.978, -1.631, 0.160], [1.213, -1.021, -1.476], [-1.563, -1.581, 2.351], [-3.005, -0.916, 1.516], [-1.089, -0.846, -0.782], [-1.600, 1.477, -1.307], [0.064, 1.989, -0.957], [-0.265, 0.889, -2.330]], "lowdin_charge": [-0.10, -0.22, -0.36, 0.06, -0.06, -0.49, 0.23, 0.07, 0.07, 0.08, 0.11, 0.11, 0.05, 0.06, 0.13, 0.08, 0.08, 0.08], "orbital_gap_ev": 10.08, "charge": 0}



## iii
{"formula": "C6H11N", "method": "the ωB97M-V functional and the def2-TZVPD basis", "symbols": ["C", "C", "C", "C", "C", "C", "N", "H", "H", "H", "H", "H", "H", "H", "H", "H", "H", "H"], "positions_angstrom": [[-2.455, -0.300, -0.974], [-1.367, 0.302, -0.089], [0.058, -0.045, -0.542], [1.056, -0.142, 0.626], [2.510, -0.285, 0.164], [0.920, 1.018, 1.524], [0.803, 1.930, 2.227], [-3.449, -0.019, -0.612], [-2.368, 0.037, -2.013], [-2.395, -1.395, -0.969], [-1.476, 1.392, -0.046], [-1.516, -0.050, 0.941], [0.070, -1.017, -1.055], [0.420, 0.694, -1.269], [0.783, -1.022, 1.223], [2.604, -1.138, -0.516], [2.838, 0.616, -0.365], [3.180, -0.445, 1.014]], "lowdin_charge": [-0.12, -0.27, -0.19, -0.38, -0.07, -0.21, 0.16, 0.07, 0.07, 0.07, 0.11, 0.11, 0.12, 0.12, 0.15, 0.08, 0.09, 0.08], "orbital_gap_ev": 12.27, "charge": 0, "smiles": "CCC[C@@H](C)C#N"}



## iv
{"formula": "C6H11N", "method": "the ωB97M-V functional and the def2-TZVPD basis", "symbols": ["C", "N", "C", "C", "C", "C", "C", "H", "H", "H", "H", "H", "H", "H", "H", "H", "H", "H"], "positions_angstrom": [[-1.531, 1.583, -0.149], [1.114, 1.162, 0.925], [0.453, 0.117, 0.228], [-0.757, 0.316, -0.317], [-1.467, -0.776, -1.068], [2.303, -1.483, 0.625], [1.016, -1.240, 0.404], [-2.162, 1.791, -1.022], [-0.953, 2.480, 0.059], [-2.273, 1.499, 0.652], [2.083, 0.942, 1.101], [1.107, 2.041, 0.421], [-1.960, -0.404, -1.968], [-0.737, -1.518, -1.390], [-2.172, -1.294, -0.413], [2.605, -2.464, 0.976], [3.050, -0.717, 0.480], [0.281, -2.035, 0.457]], "lowdin_charge": [-0.06, 0.08, -0.32, -0.31, -0.07, 0.01, -0.13, 0.07, 0.06, 0.09, 0.06, 0.08, 0.08, 0.06, 0.09, 0.06, 0.05, 0.10], "orbital_gap_ev": 8.70, "charge": 0, "smiles": "C=CC(N)=C(C)C"}



Least stable structure: ii